Below is a molecular structure, C35H74BN5O17V in a non-equilibrium geometry, with properties calculated with the ωB97M-V functional and the def2-TZVPD basis.

The geometry in ORCA input format:
```
! RIJCOSX wB97M-V def2-TZVPD def2/J DEFGRID3
* xyz 0 2
O -0.70 0.16 -0.92
V 0.20 0.53 0.31
C 2.92 3.20 2.84
C 3.20 1.81 3.45
C 3.57 2.05 4.92
C 3.65 0.75 5.70
C 2.27 0.09 5.58
C 1.79 -0.18 4.13
N 1.94 1.07 3.43
O 1.30 1.09 2.19
C 0.32 -0.60 4.21
C 2.62 -1.38 3.60
C 4.34 1.16 2.70
H 2.04 3.70 3.25
H 2.78 3.17 1.76
H 3.73 3.89 3.10
H 2.91 2.72 5.47
H 4.53 2.59 4.91
H 3.83 0.93 6.76
H 4.48 0.13 5.36
H 1.56 0.76 6.08
H 2.23 -0.87 6.10
H 0.04 -0.97 3.21
H -0.34 0.20 4.54
H 0.20 -1.47 4.86
H 3.64 -1.41 3.97
H 2.54 -1.32 2.51
H 2.15 -2.34 3.84
H 4.09 0.91 1.66
H 4.72 0.22 3.12
H 5.25 1.78 2.68
O -4.86 4.22 -7.93
C -4.24 4.24 -6.91
O -3.14 3.53 -6.64
B -2.65 3.87 -5.30
O -3.61 4.85 -4.75
C -4.56 5.08 -5.65
O -5.52 5.76 -5.48
O -2.51 2.66 -4.48
C -1.27 2.51 -4.05
O -0.80 1.66 -3.36
C -0.47 3.71 -4.62
O -1.29 4.46 -5.31
O 0.71 3.91 -4.46
C -0.22 -2.60 1.20
O 0.59 -1.54 0.71
C 1.80 -2.09 0.18
C 2.78 -0.98 -0.25
N 2.06 0.08 -0.97
C 2.67 1.41 -0.83
C 1.69 2.49 -1.21
O 0.50 2.44 -0.40
C -0.33 3.56 -0.61
H -0.26 -3.48 0.56
H -1.23 -2.19 1.31
H 0.06 -2.89 2.22
H 1.65 -2.78 -0.66
H 2.31 -2.58 1.01
H 3.57 -1.34 -0.91
H 3.28 -0.60 0.64
H 2.14 -0.13 -1.98
H 3.54 1.58 -1.48
H 2.99 1.59 0.20
H 1.46 2.50 -2.28
H 2.20 3.44 -1.00
H -0.98 3.42 -1.48
H 0.14 4.54 -0.66
H -1.03 3.60 0.23
C -2.05 -5.23 4.57
O -2.98 -4.91 3.57
C -3.36 -3.56 3.56
C -4.23 -3.27 2.36
N -3.47 -3.37 1.12
C -4.23 -3.02 -0.08
C -3.36 -2.94 -1.34
O -2.74 -1.71 -1.60
C -3.56 -0.77 -2.25
H -2.02 -6.32 4.64
H -2.26 -4.81 5.56
H -1.07 -4.80 4.34
H -2.46 -2.93 3.56
H -3.89 -3.17 4.44
H -4.66 -2.27 2.40
H -5.16 -3.86 2.42
H -3.26 -4.36 0.98
H -4.72 -2.04 0.05
H -5.09 -3.68 -0.24
H -3.94 -3.24 -2.23
H -2.59 -3.71 -1.29
H -3.84 -1.14 -3.24
H -3.08 0.20 -2.34
H -4.48 -0.60 -1.67
C 6.33 0.44 -2.47
O 5.05 0.65 -3.02
C 4.81 -0.12 -4.18
C 3.34 0.03 -4.55
N 2.47 -0.82 -3.71
C 1.18 -1.05 -4.37
C 0.24 -1.87 -3.54
O 0.68 -3.22 -3.55
C -0.22 -4.03 -2.85
H 7.08 0.50 -3.27
H 6.47 -0.57 -2.05
H 6.51 1.19 -1.70
H 5.09 -1.17 -4.04
H 5.41 0.32 -4.99
H 3.18 -0.22 -5.60
H 3.05 1.07 -4.37
H 2.99 -1.68 -3.60
H 1.38 -1.56 -5.33
H 0.76 -0.11 -4.73
H -0.77 -1.74 -3.93
H 0.25 -1.46 -2.52
H -1.22 -4.13 -3.29
H -0.40 -3.67 -1.83
H 0.16 -5.06 -2.87
C -3.52 0.20 2.93
C -2.95 0.53 1.56
C -3.70 1.70 0.91
O -3.11 2.01 -0.33
C -3.96 2.81 -1.13
N -1.50 0.90 1.69
H -3.39 1.02 3.64
H -2.95 -0.61 3.41
H -4.55 -0.13 2.82
H -2.96 -0.27 0.80
H -3.65 2.56 1.59
H -4.75 1.41 0.80
H -4.21 3.76 -0.66
H -4.86 2.27 -1.43
H -3.45 3.02 -2.07
H -1.15 0.43 2.53
H -1.58 1.85 2.07
*
```

Calculated values
<S²>: 0.776
HOMO level (spin up / spin down): -7.0 / -7.0 eV
Gap between HOMO and LUMO (spin up / spin down): 7.05 / 7.09 eV
DFT total energy: -3899.79903 hartree
Lowest unoccupied orbital energy (spin up / spin down): 0.091 / 0.092 eV

---

Below is a molecular structure, C35H74ClI2N2O21S6 in a non-equilibrium geometry, with properties calculated with the ωB97M-V functional and the def2-TZVPD basis.

The geometry in ORCA input format:
```
! RIJCOSX wB97M-V def2-TZVPD def2/J DEFGRID3
* xyz 1 1
C -4.25 1.50 4.31
C -3.54 2.04 3.01
C -4.09 1.27 1.81
N -3.58 1.76 0.48
C -3.15 0.67 -0.30
C -1.87 0.12 -0.22
C -0.92 0.76 0.80
O -0.59 2.12 0.48
O 0.00 2.03 -0.80
C -1.49 -0.98 -1.02
C -0.13 -1.62 -0.92
I -0.01 -3.29 0.43
C 0.97 -1.22 -1.58
C 0.93 -0.06 -2.57
I 2.84 -2.21 -1.29
C -2.48 -1.47 -1.93
C -2.17 -2.65 -2.84
Cl -2.89 -2.52 -4.48
C -2.53 -4.01 -2.16
C -4.04 -4.39 -2.29
C -3.73 -0.89 -1.96
N -4.06 0.14 -1.16
O -5.33 0.62 -1.24
C -6.18 -0.23 -0.41
C -7.34 0.55 0.24
H -4.80 0.57 4.07
H -4.94 2.23 4.74
H -3.49 1.26 5.07
H -2.45 1.98 3.13
H -3.88 3.09 2.92
H -5.20 1.32 1.79
H -3.85 0.19 1.88
H -2.83 2.42 0.59
H 0.03 0.20 0.80
H -1.34 0.72 1.81
H -0.02 2.91 -1.21
H 1.37 0.82 -2.08
H -0.10 0.12 -2.92
H 1.62 -0.30 -3.40
H -1.07 -2.67 -2.99
H -2.17 -4.06 -1.13
H -1.96 -4.77 -2.72
H -4.18 -5.15 -3.08
H -4.69 -3.53 -2.51
H -4.34 -4.86 -1.34
H -4.45 -1.30 -2.67
H -6.61 -1.07 -0.99
H -5.56 -0.62 0.41
H -8.33 0.22 -0.12
H -7.35 0.36 1.33
H -7.29 1.64 0.10
O 6.60 -4.37 -0.09
S 7.42 -4.19 1.08
O 7.20 -4.96 2.26
O 7.41 -2.64 1.46
C 6.13 -2.00 1.62
C 5.50 -2.33 2.96
C 9.12 -4.29 0.62
H 5.47 -2.27 0.80
H 6.32 -0.93 1.56
H 5.21 -3.38 3.02
H 4.60 -1.73 3.11
H 6.20 -2.14 3.78
H 9.29 -3.66 -0.24
H 9.33 -5.33 0.38
H 9.72 -3.98 1.47
O -2.06 -7.61 0.68
S -2.74 -8.25 -0.41
O -4.05 -7.84 -0.82
O -2.73 -9.82 -0.18
C -3.23 -10.33 1.07
C -4.74 -10.35 1.11
C -1.69 -8.24 -1.82
H -2.82 -9.76 1.90
H -2.84 -11.35 1.16
H -5.15 -9.34 1.11
H -5.09 -10.87 2.00
H -5.14 -10.86 0.23
H -0.70 -8.60 -1.53
H -1.62 -7.21 -2.18
H -2.12 -8.87 -2.59
O -0.88 -6.41 -4.59
S -1.48 -6.39 -5.89
O -2.67 -7.13 -6.18
O -0.37 -6.75 -6.98
C 0.39 -7.96 -6.80
C -0.40 -9.19 -7.23
C -1.73 -4.72 -6.37
H 0.73 -8.05 -5.77
H 1.27 -7.86 -7.43
H -1.24 -9.37 -6.56
H 0.24 -10.07 -7.22
H -0.81 -9.05 -8.23
H -0.81 -4.16 -6.20
H -2.53 -4.32 -5.74
H -2.02 -4.68 -7.42
O 3.42 4.41 -1.60
S 2.93 4.60 -0.26
O 1.76 5.39 0.01
O 4.13 5.11 0.65
C 4.87 6.28 0.23
C 4.12 7.57 0.51
C 2.73 3.03 0.50
H 5.12 6.20 -0.83
H 5.80 6.27 0.79
H 3.23 7.66 -0.11
H 4.76 8.43 0.30
H 3.80 7.61 1.55
H 3.64 2.44 0.35
H 1.89 2.54 0.03
H 2.54 3.17 1.56
O 5.31 4.10 5.31
S 4.38 4.88 6.05
O 3.29 4.27 6.76
O 3.80 6.03 5.11
C 3.24 5.64 3.84
C 1.84 5.08 4.00
C 5.26 5.94 7.16
H 3.89 4.93 3.34
H 3.20 6.53 3.23
H 1.85 4.13 4.53
H 1.38 4.92 3.02
H 1.21 5.76 4.58
H 6.05 6.44 6.61
H 5.68 5.31 7.94
H 4.56 6.65 7.59
O -0.44 8.33 1.41
S -0.12 9.12 0.27
O 1.20 9.65 0.08
O -1.18 10.30 0.13
C -1.39 11.15 1.27
C -0.29 12.18 1.43
C -0.58 8.24 -1.19
H -1.51 10.55 2.18
H -2.34 11.66 1.10
H 0.65 11.70 1.70
H -0.55 12.89 2.21
H -0.13 12.71 0.50
H -1.60 7.88 -1.07
H 0.10 7.40 -1.30
H -0.50 8.90 -2.04
*
```

Calculated values
HOMO level: -11.5 eV
Gap between HOMO and LUMO: 7.55 eV
DFT total energy: -6511.77110 hartree
Lowest unoccupied orbital energy: -3.942 eV

---

Below is a molecular structure, C35H75MnN2O2Sb2Si6 in a non-equilibrium geometry, with properties calculated with the ωB97M-V functional and the def2-TZVPD basis.

The geometry in ORCA input format:
```
! RIJCOSX wB97M-V def2-TZVPD def2/J DEFGRID3
* xyz 1 6
Mn 0.55 -1.19 -0.01
C 4.03 -1.68 -0.76
O 2.93 -1.75 0.13
C 2.86 -2.98 0.83
C 2.11 -4.04 0.01
O 0.85 -3.52 -0.36
C -0.01 -4.56 -0.77
H 3.92 -2.36 -1.60
H 4.09 -0.66 -1.12
H 4.96 -1.93 -0.23
H 2.30 -2.78 1.75
H 3.86 -3.34 1.08
H 1.98 -4.93 0.63
H 2.67 -4.31 -0.90
H 0.44 -5.13 -1.59
H -0.95 -4.11 -1.08
H -0.20 -5.25 0.07
C -1.12 1.42 4.09
Sb -0.72 1.43 1.95
C -0.67 -0.77 1.72
C 0.17 -1.58 2.53
C 1.31 -1.13 3.26
C 1.90 -1.97 4.18
C 1.39 -3.25 4.36
C 0.30 -3.63 3.61
N -0.30 -2.85 2.73
Si -2.41 -1.51 1.95
C -3.65 -0.23 1.26
C -2.86 -1.75 3.79
C -2.77 -3.12 0.99
C 1.35 2.41 1.91
C 1.94 2.03 0.63
C 3.14 2.64 0.22
C 3.71 2.36 -0.99
C 3.07 1.44 -1.82
C 1.90 0.87 -1.36
N 1.34 1.13 -0.17
Si 2.74 2.18 3.26
C 3.93 3.66 3.47
C 3.89 0.76 2.67
C 2.08 1.81 5.02
Si 0.79 4.28 1.76
C 2.04 5.41 0.85
C -0.80 4.50 0.74
C 0.49 5.01 3.50
H -2.20 1.32 4.20
H -0.82 2.36 4.53
H -0.63 0.60 4.58
H 1.64 -0.13 3.09
H 2.73 -1.63 4.78
H 1.83 -3.92 5.08
H -0.14 -4.62 3.71
H -3.64 0.70 1.83
H -4.66 -0.62 1.30
H -3.41 0.01 0.23
H -2.24 -1.13 4.45
H -2.74 -2.78 4.12
H -3.89 -1.46 3.95
H -2.60 -2.97 -0.08
H -3.81 -3.40 1.12
H -2.16 -3.94 1.33
H 3.61 3.35 0.88
H 4.62 2.83 -1.31
H 3.47 1.17 -2.78
H 1.37 0.16 -2.00
H 4.76 3.61 2.77
H 4.35 3.65 4.47
H 3.45 4.62 3.34
H 4.84 1.15 2.34
H 3.47 0.19 1.83
H 4.09 0.05 3.47
H 1.33 2.53 5.33
H 2.91 1.89 5.72
H 1.66 0.82 5.13
H 2.21 5.08 -0.17
H 3.00 5.50 1.34
H 1.62 6.41 0.79
H -0.80 3.86 -0.14
H -0.88 5.53 0.40
H -1.69 4.28 1.33
H 1.35 4.94 4.15
H -0.34 4.51 3.99
H 0.22 6.05 3.41
C -3.48 1.71 -4.02
Si -2.27 1.64 -2.54
C -3.23 2.39 -1.07
C -0.77 2.77 -2.90
Sb -1.27 -0.79 -2.11
Si -3.36 -2.19 -2.91
C -3.11 -4.09 -2.76
C -4.84 -1.62 -1.87
C -3.79 -1.95 -4.76
Si -0.01 -0.93 -4.48
C 1.76 -0.17 -4.61
C 0.19 -2.82 -4.75
C -0.90 -0.13 -5.96
H -3.85 2.72 -4.13
H -4.33 1.06 -3.88
H -3.00 1.44 -4.95
H -3.40 3.44 -1.25
H -2.68 2.30 -0.13
H -4.20 1.92 -0.93
H -1.06 3.81 -2.89
H -0.34 2.56 -3.88
H 0.01 2.63 -2.16
H -3.23 -4.44 -1.74
H -2.13 -4.40 -3.11
H -3.85 -4.60 -3.36
H -4.73 -1.91 -0.83
H -5.76 -2.06 -2.24
H -4.96 -0.54 -1.89
H -3.02 -2.34 -5.41
H -3.97 -0.92 -5.01
H -4.70 -2.50 -4.97
H 2.48 -0.66 -3.96
H 1.75 0.89 -4.39
H 2.11 -0.29 -5.63
H 0.64 -3.29 -3.88
H 0.82 -3.04 -5.61
H -0.77 -3.29 -4.92
H -0.80 0.95 -5.93
H -1.96 -0.36 -5.99
H -0.46 -0.48 -6.88
*
```

Calculated values
<S²>: 8.765
Energy above the lowest of the compared OMol25 structures with the same formula, charge and spin: 1.315 eV
HOMO level (spin up / spin down): -9.2 / -9.8 eV
Gap between HOMO and LUMO (spin up / spin down): 7.29 / 7.61 eV
DFT total energy: -5007.01830 hartree
Lowest unoccupied orbital energy (spin up / spin down): -1.952 / -2.184 eV